Record 1
Entry from OMol25: a single C3H5NO3 molecule in a non-equilibrium geometry (ωB97M-V with the def2-TZVPD basis set).

Calculated values
Total charge: 0
Max |F| (eV/A): 4.45
Calculated total energy (eV): -10818.1161
Energy relative to the best compared isomer or geometry (same formula, charge and spin) (kcal per mole): 174.6

Last column: Löwdin charge in e.
Cartesian coordinates (Å):
C: -0.2863 0.7691 0.1582  -0.015
C: -3.2823 -0.1203 0.5044  -0.224
C: 1.2983 0.6618 0.0912  -0.272
N: -0.9574 -0.3014 -0.0887  -0.029
O: -2.3418 -0.1974 -0.4812  -0.097
O: -4.4293 -0.0510 0.0194  0.048
O: 1.6982 -0.6848 0.0346  -0.076
H: 1.3541 1.2078 -0.9880  0.146
H: 1.8049 1.3436 0.8710  0.128
H: -0.6847 -1.2156 -0.3762  0.138
H: -4.5294 -0.1090 -1.0292  0.182
H: 2.2308 -0.6950 0.8137  0.069

Record 2
Entry from OMol25: a molecular structure, C3H5NO2 in a non-equilibrium geometry (ωB97M-V with the def2-TZVPD basis set).

Calculated values
Total charge: 0
Max |F| (eV/A): 1.62
Calculated total energy (eV): -8773.6694
Energy relative to the best compared isomer or geometry (same formula, charge and spin) (kcal per mole): 92.8

Last column: Löwdin charge in e.
Cartesian coordinates (Å):
C: -0.0201 -1.0862 0.4168  0.113
C: 0.7391 -0.6473 -0.8470  -0.502
O: 1.7336 -1.0626 -1.4144  0.001
O: 1.0260 1.0173 -0.2982  0.022
C: -0.0541 1.3956 0.1905  -0.328
N: -0.9574 0.5084 0.5811  0.090
H: 0.2572 -1.0747 1.4505  0.085
H: -0.2231 -0.4368 -1.3677  0.122
H: -0.4798 -2.0506 0.0991  0.124
H: -0.2019 2.4822 0.2464  0.147
H: -1.8195 0.9547 0.9428  0.126

Record 3
Entry from OMol25: a molecular structure, C37H33N6O10S3Sn (ωB97M-V with the def2-TZVPD basis set).

Calculated values
Total charge: +1
Max |F| (eV/A): 0.45
Calculated total energy (eV): -106650.5866

Last column: Löwdin charge in e.
Cartesian coordinates (Å):
Sn: 0.6113 -0.2624 1.6432  1.538
O: -0.9618 -3.6266 -1.0405  -0.154
S: -0.0350 -4.1235 0.1438  0.648
O: 0.8431 -5.0650 -0.4570  -0.229
O: 0.5190 -2.9881 0.8124  -0.372
C: -1.2073 -4.9921 1.1687  -0.210
C: -1.2040 -6.3610 0.9381  -0.035
C: -2.0902 -7.1976 1.6029  -0.030
C: -2.9963 -6.6692 2.4956  -0.028
C: -3.0246 -5.3012 2.7333  -0.033
C: -2.1412 -4.4470 2.0868  -0.207
S: -2.3340 -2.7479 2.6103  0.672
O: -2.9117 -2.0009 1.2918  -0.169
O: -3.4625 -2.6621 3.4661  -0.223
O: -1.0608 -2.2375 3.0008  -0.336
H: -0.4855 -6.7663 0.2401  0.119
H: -2.0617 -8.2629 1.4172  0.122
H: -3.6907 -7.3142 3.0175  0.123
H: -3.7333 -4.8813 3.4321  0.119
C: -3.5099 7.0943 0.2786  -0.038
C: -2.5712 5.9940 0.6964  -0.252
C: -2.6641 4.7193 0.1396  -0.023
C: -1.7893 3.7127 0.5126  -0.048
C: -0.8084 3.9853 1.4578  -0.298
C: -0.6901 5.2493 2.0232  -0.039
C: -1.5766 6.2402 1.6411  -0.020
S: 0.3180 2.7403 1.9528  0.582
O: 1.4808 3.4192 2.4709  -0.275
O: -0.3666 1.7900 2.8306  -0.385
N: 0.6464 1.7903 0.7044  -0.263
C: 1.5489 2.1339 -0.3103  -0.285
C: 1.8067 3.3869 -0.8008  0.001
C: 2.7295 3.5703 -1.8582  -0.048
C: 3.3950 2.5180 -2.4116  -0.027
C: 3.1874 1.2138 -1.8966  -0.164
C: 3.8862 0.0763 -2.3641  0.012
C: 3.6903 -1.1364 -1.7722  -0.020
C: 2.7934 -1.2260 -0.6936  -0.099
N: 2.1070 -0.1973 -0.2445  0.009
C: 2.2759 1.0248 -0.8443  -0.181
H: -4.3087 6.7167 -0.3576  0.078
H: -2.9729 7.8674 -0.2742  0.090
H: -3.9612 7.5715 1.1494  0.088
H: -3.4315 4.5155 -0.5977  0.117
H: -1.8600 2.7273 0.0705  0.099
H: 0.0856 5.4430 2.7521  0.118
H: -1.4949 7.2266 2.0832  0.124
H: 1.2939 4.2451 -0.3835  0.117
H: 2.8975 4.5710 -2.2359  0.115
H: 4.0919 2.6624 -3.2280  0.119
H: 4.5843 0.1853 -3.1865  0.130
H: 4.2198 -2.0196 -2.1010  0.118
H: 2.6429 -2.1693 -0.1847  0.109
N: -5.9620 -4.8961 -7.0878  0.168
C: -5.3672 -4.4206 -6.2274  -0.173
C: -4.6201 -3.8245 -5.1431  -0.226
C: -4.7236 -2.4610 -4.8899  -0.012
C: -4.0223 -1.8899 -3.8440  -0.001
C: -3.1933 -2.6789 -3.0522  -0.179
C: -3.0778 -4.0430 -3.3108  0.006
C: -3.7971 -4.6118 -4.3458  -0.008
N: -2.4649 -2.1105 -1.9829  0.017
C: -2.4091 -0.7442 -1.6822  -0.007
C: -2.1765 -0.5550 -0.3904  -0.051
N: -1.9841 -1.8241 0.2283  -0.087
C: -2.1774 -2.8328 -0.7980  -0.255
H: -5.3710 -1.8505 -5.5047  0.127
H: -4.1436 -0.8347 -3.6406  0.108
H: -2.4054 -4.6544 -2.7240  0.114
H: -3.7108 -5.6708 -4.5481  0.128
H: -2.4801 -0.0031 -2.4617  0.132
H: -2.0210 0.3523 0.1675  0.096
H: -2.9640 -3.5321 -0.5207  0.182
O: 3.6340 1.4870 4.3324  0.187
C: 3.2589 1.1590 3.1303  -0.462
O: 2.4334 0.2628 2.9620  -0.081
C: 3.9335 1.9172 2.0075  -0.240
N: 4.6892 3.0320 2.5784  -0.013
C: 5.9626 3.1472 1.8487  -0.176
C: 6.3246 1.6951 1.5729  -0.146
C: 4.9695 1.0373 1.2641  -0.087
H: 3.1436 2.2458 1.3344  0.108
H: 4.2922 2.2206 4.1856  0.130
H: 4.1464 3.8870 2.5671  0.129
H: 6.7018 3.6639 2.4574  0.119
H: 5.8414 3.6961 0.9090  0.119
H: 6.7793 1.2463 2.4567  0.118
H: 7.0243 1.5991 0.7450  0.115
H: 4.9263 -0.0001 1.5922  0.124
H: 4.7617 1.0539 0.1937  0.098

Record 4
Entry from OMol25: a molecular structure, C4H12MnN3 in a non-equilibrium geometry (ωB97M-V with the def2-TZVPD basis set).

Calculated values
Spin multiplicity: 4
Total charge: +1
Max |F| (eV/A): 2.18
⟨S²⟩: 3.8355
Calculated total energy (eV): -40124.1962
Energy relative to the best compared isomer or geometry (same formula, charge and spin) (kcal per mole): 13.6

Last column: Löwdin spin population.
Cartesian coordinates (Å):
C: 2.8736 -1.0982 -0.4870  -0.006
Mn: 0.9631 -0.5756 -0.1846  3.068
N: 1.3291 1.3857 0.5287  0.015
H: 0.6821 -2.1086 -0.5954  -0.106
H: 1.8603 -0.7354 -1.3789  -0.027
H: 3.1696 -2.0826 -0.8599  0.006
H: 2.6659 -1.2004 0.5951  0.003
H: 3.6528 -0.3456 -0.6357  0.006
H: 0.8610 1.5731 1.4197  0.002
H: 0.9364 2.0415 -0.1537  0.003
H: 2.3093 1.6534 0.6521  0.002
N: -1.6432 0.3211 1.0992  0.003
C: -2.9516 0.5448 0.8433  0.016
C: -3.1645 0.1815 -0.4793  0.002
C: -1.9434 -0.2717 -0.9765  0.015
N: -0.9861 -0.1903 -0.0119  -0.003
H: -1.1838 0.3968 2.0054  -0.001
H: -3.6222 0.9396 1.5950  0.001
H: -4.0974 0.2305 -1.0195  0.000
H: -1.7111 -0.6595 -1.9559  0.000

Record 5
Entry from OMol25: a single C2H3BrS molecule in a non-equilibrium geometry (ωB97M-V with the def2-TZVPD basis set).

Calculated values
Total charge: 0
SMILES string: S=CCBr
Max |F| (eV/A): 2.65
Calculated total energy (eV): -82998.6913
Energy relative to the best compared isomer or geometry (same formula, charge and spin) (kcal per mole): 20.1

Last column: Löwdin charge in e.
Cartesian coordinates (Å):
C: 0.6556 0.6986 -0.1127  -0.736
C: -0.3844 -0.6110 -0.0593  -0.587
S: 2.1467 0.6130 0.5681  0.637
Br: -2.0730 0.3366 0.4326  0.563
H: 0.2465 1.6116 -0.6333  0.040
H: -0.3110 -1.2995 -0.9120  0.061
H: -0.2803 -1.3493 0.7167  0.022

Record 6
Entry from OMol25: a molecular structure, C20H24BrMnN5O8 (ωB97M-V with the def2-TZVPD basis set).

Calculated values
Spin multiplicity: 4
Total charge: +2
Max |F| (eV/A): 0.78
⟨S²⟩: 3.8332
Calculated total energy (eV): -146311.9110
Energy relative to the best compared isomer or geometry (same formula, charge and spin) (kcal per mole): 0.0

Last column: Löwdin spin population.
Cartesian coordinates (Å):
Mn: -0.2892 -0.2716 0.3471  2.996
C: -2.0277 -1.5793 -2.7531  0.001
C: -0.8126 -2.1213 -2.1026  0.011
N: -0.1976 -1.6865 -1.0038  -0.028
C: 0.8357 -2.5533 -0.7212  0.001
C: 0.8732 -3.5182 -1.6699  0.002
N: -0.1674 -3.2257 -2.5144  0.005
C: 1.7183 -4.7234 -1.9362  0.000
O: 2.6948 -4.9736 -1.0862  -0.001
O: 1.4593 -5.3913 -2.8962  0.000
C: 1.6358 -2.2508 0.4662  0.004
O: 2.5533 -2.9188 0.8644  0.009
O: 1.2012 -1.1406 1.0648  -0.008
H: -2.6026 -0.9927 -2.0407  0.000
H: -2.6396 -2.3973 -3.1305  0.000
H: -1.7555 -0.9269 -3.5809  0.001
H: -0.3884 -3.8004 -3.3204  0.000
H: 2.7553 -4.3202 -0.3561  0.000
C: -4.1686 -3.6323 2.1311  0.001
C: -2.8483 -3.2569 2.8162  0.002
C: -2.0671 -2.3206 2.0165  0.011
N: -1.4725 -1.5856 1.3710  -0.017
H: -4.7202 -4.3006 2.7877  0.000
H: -3.9893 -4.1484 1.1901  0.000
H: -4.7803 -2.7519 1.9443  0.000
H: -2.2174 -4.1314 2.9886  0.000
H: -3.0168 -2.7824 3.7854  0.001
Br: -2.4895 2.1157 5.0540  -0.002
C: -0.9836 1.8399 3.9800  -0.002
C: 0.2650 2.3218 4.3409  0.007
C: 1.3396 2.0706 3.5014  -0.002
C: 1.1421 1.3520 2.3402  0.001
N: -0.0730 0.9073 1.9983  -0.045
C: -1.1196 1.1355 2.7972  0.002
H: 0.3943 2.8726 5.2628  0.000
H: 2.3334 2.4101 3.7570  0.000
H: 1.9589 1.0787 1.6890  0.000
H: -2.0823 0.7678 2.4742  0.000
O: -0.1247 0.7200 -2.5960  0.007
C: 0.4874 1.3457 -1.7740  0.002
O: 0.8356 0.9103 -0.5678  -0.009
C: 1.0194 2.7220 -2.1396  -0.005
N: 1.3344 3.5339 -0.9071  0.001
C: 2.5548 4.3532 -1.2239  0.000
C: 3.3705 3.3895 -2.0673  0.000
C: 2.3224 2.7226 -2.9689  0.000
H: 0.2011 3.2223 -2.6499  0.000
H: 1.5199 2.8754 -0.1464  0.000
H: 0.5099 4.0665 -0.6233  0.000
H: 3.0231 4.6842 -0.3007  0.000
H: 2.2228 5.2193 -1.7943  0.000
H: 3.8629 2.6548 -1.4269  0.000
H: 4.1431 3.9036 -2.6332  0.000
H: 2.6070 1.7155 -3.2651  0.000
H: 2.1688 3.2996 -3.8782  0.000
O: -1.2266 2.7870 -0.2140  0.018
C: -2.0745 1.9234 -0.2354  0.005
O: -1.8763 0.6400 -0.0119  0.038
H: -3.1323 2.1414 -0.4322  -0.003

Record 7
Entry from OMol25: 2 unconnected molecules or ions with the total composition C4H11N3O2 in a non-equilibrium geometry (ωB97M-V with the def2-TZVPD basis set).

Calculated values
Total charge: 0
SMILES string: [H]/N=C(\N)NC.CC(=O)O
Max |F| (eV/A): 5.35
Calculated total energy (eV): -12889.9763
Energy relative to the best compared isomer or geometry (same formula, charge and spin) (kcal per mole): 65.8

Last column: Löwdin charge in e.
Cartesian coordinates (Å):
C: 2.3835 -0.1041 0.7715  0.013
C: 1.9239 0.2607 2.2098  -0.490
O: 1.1064 1.3247 2.2356  0.059
O: 2.2889 -0.5167 3.1596  0.009
H: 2.2796 -1.1796 0.7275  0.076
H: 3.3661 0.1768 0.6139  0.057
H: 1.5331 0.1878 0.1528  0.057
C: -1.2670 1.5120 -2.5927  -0.101
C: -1.5322 -0.7367 -1.3638  -0.558
N: -0.2413 -0.7962 -1.6514  0.068
N: -2.1849 0.3957 -2.0000  -0.015
N: -2.2699 -1.4845 -0.5354  0.096
H: 0.2837 1.2608 2.8534  0.181
H: 0.3240 -1.6075 -1.6612  0.010
H: -3.0737 0.6730 -1.7399  0.060
H: -3.2897 -1.5889 -0.4748  0.104
H: -1.6405 -2.2378 -0.0159  0.165
H: -0.7745 2.2685 -1.8734  0.088
H: -1.8795 2.0801 -3.3225  0.058
H: -0.4685 1.1056 -3.2626  0.063

Record 8
Entry from OMol25: 2 unconnected molecules or ions with the total composition C9H14 in a non-equilibrium geometry (ωB97M-V with the def2-TZVPD basis set).

Calculated values
Total charge: 0
SMILES string: Cc1ccccc1.CC
Max |F| (eV/A): 1.56
Calculated total energy (eV): -9559.7481
Energy relative to the best compared isomer or geometry (same formula, charge and spin) (kcal per mole): 10.0

Last column: Löwdin charge in e.
Cartesian coordinates (Å):
C: -1.5124 -2.6776 -0.0825  -0.158
C: -1.1110 -1.9704 -1.3645  -0.162
H: -2.5421 -2.4024 0.1827  0.063
H: -1.6347 -3.7473 -0.2787  0.064
H: -0.8828 -2.3674 0.7440  0.048
H: -1.9479 -1.8563 -2.0526  0.064
H: -0.2853 -2.4087 -1.9239  0.065
H: -0.7586 -0.9553 -1.1580  0.031
C: -1.6292 1.7532 -0.5111  -0.048
C: 0.9991 -0.0142 1.6156  -0.097
C: 2.1602 0.2468 0.8982  -0.094
C: -0.2183 0.4988 1.2024  -0.068
C: -0.3391 1.1198 -0.0535  -0.315
C: 2.0741 0.8920 -0.3323  -0.080
C: 0.8247 1.2847 -0.7948  -0.070
H: 1.0055 -0.6106 2.5197  0.102
H: 3.1356 -0.0010 1.3049  0.100
H: -1.1426 0.2663 1.7247  0.112
H: 2.9550 0.9783 -0.9423  0.097
H: -2.4760 1.2442 -0.0414  0.076
H: -1.6812 1.6774 -1.5865  0.077
H: 0.7123 1.6977 -1.7894  0.110
H: -1.7363 2.7316 -0.0568  0.082

Record 9
Entry from OMol25: 2 unconnected molecules or ions with the total composition CH2N2O in a non-equilibrium geometry (ωB97M-V with the def2-TZVPD basis set).

Calculated values
Total charge: 0
Max |F| (eV/A): 2.86
Calculated total energy (eV): -6087.9044
Energy relative to the best compared isomer or geometry (same formula, charge and spin) (kcal per mole): 210.0

Last column: Löwdin charge in e.
Cartesian coordinates (Å):
C: -0.6322 -0.0634 0.0386  -0.141
N: 0.4300 -0.7197 0.3790  0.017
N: 1.1042 0.4783 0.2851  -0.036
O: -0.0479 1.1466 -0.0985  -0.048
H: -2.3532 -1.6113 -1.7877  0.069
H: 1.4991 0.7695 1.1835  0.140